(1)
Formula: H29O14
Source: OMol25
Level of theory: the ωB97M-V functional and the def2-TZVPD basis

```
43
Properties=species:S:1:pos:R:3:forces:R:3
O -0.456227 1.706347 0.970260 -0.07 5.64 -2.17
H 0.515765 -1.938409 0.445330 -2.23 1.19 1.54
O -1.468478 4.108082 -0.962360 -1.21 2.69 -2.02
H -2.036119 0.241739 -0.175237 -0.47 -0.56 1.19
H 2.047811 -1.529727 -1.800835 -1.55 -2.63 -2.88
O 3.703923 0.663573 3.933317 0.47 -1.68 -2.87
H -4.121390 -2.208385 0.489627 1.18 -0.39 1.52
H 3.394514 1.336171 3.344294 -0.42 2.22 0.26
O -2.257794 0.580866 -1.026659 -2.29 0.79 -1.40
H -0.578494 0.725547 -1.715269 -0.79 0.25 0.05
H -3.252331 0.690611 -1.134164 1.92 -0.75 0.49
O 1.792006 -1.005767 4.074890 -1.62 0.17 -0.65
H 2.423729 -1.581720 4.450478 0.96 -1.41 0.53
H 2.029372 -0.194131 4.518248 0.02 0.63 0.00
O 1.459018 3.611270 1.980661 0.95 2.28 0.38
H 3.201341 -0.865367 -1.297249 -3.96 0.33 1.48
H -4.695848 -2.846418 -0.744574 -0.07 -0.27 -0.17
O 1.899471 1.467553 -4.122389 0.69 0.43 -1.98
H 1.555130 1.122955 -4.965252 0.50 0.47 0.03
H -1.790858 4.985310 -1.479185 1.51 -2.87 1.78
O -0.730391 -3.375989 2.511346 -0.49 -4.61 -0.11
H -0.698490 -4.076878 1.715495 -0.12 2.47 2.77
H 1.797312 4.242190 1.311136 -0.38 -1.05 -0.66
O -0.112514 1.563742 -1.527210 0.43 2.00 1.72
H 0.080393 1.543752 -0.473781 0.01 -0.30 -0.44
H 0.001982 2.388376 1.525129 -0.14 -0.78 -0.29
O -0.266064 -1.604005 1.049687 2.54 0.41 -2.68
H -1.528162 -1.653181 -3.939510 -1.11 -1.20 -0.99
H 3.676900 0.048234 3.108800 0.48 0.12 2.59
O -4.709296 -2.053371 -0.212470 -1.07 0.72 -1.32
H 1.654692 4.273022 2.691958 -0.68 -1.37 0.27
H 0.946632 -3.697071 -1.689662 -1.94 1.16 -0.05
O 0.234526 -2.980254 -1.758316 -1.42 -2.22 0.87
H -0.808463 2.306307 -1.340785 0.93 -1.13 -1.37
H -0.694498 -3.384254 -1.472412 3.29 1.00 -0.89
O -1.606546 -0.754436 -3.652392 -2.27 0.16 -1.11
H -2.198491 3.531378 -1.205613 -0.56 -0.15 0.28
H -0.782290 -0.791431 -3.277960 3.53 0.84 2.00
O 2.122098 -0.961477 -1.100105 5.46 2.47 1.42
H 0.150517 -1.541469 1.917573 -0.12 -0.32 0.20
H -0.885408 -3.981217 3.317073 0.36 1.28 -1.75
H -0.354229 0.877362 1.259457 0.88 -5.16 2.47
H 1.345239 1.010549 -3.541354 -1.15 -0.89 1.94
```
Forces are in eV/Å.

Properties
multiplicity	1
total energy	-29126.22359	eV
charge	+1
Kohn-Sham gap	10.4	eV

Need the natural (NBO) charges? In units of e they are: O -0.950; H 0.497; O -0.956; H 0.497; H 0.462; O -0.925; H 0.468; H 0.461; O -1.001; H 0.556; H 0.524; O -0.963; H 0.468; H 0.488; O -0.962; H 0.478; H 0.471; O -0.917; H 0.469; H 0.510; O -0.950; H 0.470; H 0.485; O -0.823; H 0.542; H 0.543; O -0.995; H 0.470; H 0.471; O -0.938; H 0.491; H 0.494; O -0.994; H 0.568; H 0.504; O -0.909; H 0.469; H 0.440; O -0.939; H 0.501; H 0.477; H 0.498; H 0.449

=====

(2)
Formula: H29O14
Source: OMol25
Level of theory: the ωB97M-V functional and the def2-TZVPD basis

```
43
Properties=species:S:1:pos:R:3:forces:R:3
O 1.766643 -1.486329 0.210333 -5.85 1.13 1.52
H -0.644264 0.036492 2.244801 0.09 0.29 -0.04
O 3.929905 1.199167 -2.973883 0.08 -3.54 -1.07
H 1.090162 2.939207 -1.638052 -4.67 -5.60 1.25
H -1.302115 -1.910849 1.447578 1.29 -2.75 -0.26
O 1.365916 -4.801319 2.211289 5.06 1.75 4.05
H -3.526314 1.280203 -2.215502 -0.04 -1.10 0.02
H 1.597272 -3.916567 2.731716 -0.43 -3.09 -1.46
O 1.603708 3.621344 -1.625197 3.72 1.91 -6.00
H 2.363402 0.668531 -2.167840 4.29 2.82 -1.53
H 1.882637 4.241011 -1.079166 0.99 3.54 4.55
O 1.307737 4.571009 0.934312 -0.17 -0.20 0.45
H 0.930218 4.613551 1.812698 0.23 0.69 0.59
H 0.830905 3.800234 0.636693 -0.13 -0.45 -0.78
O 2.765377 0.303371 1.858104 2.72 -3.35 -5.96
H -1.380609 -3.199774 0.495117 1.16 0.52 1.48
H -4.249052 2.534564 -1.748575 1.24 -0.36 -1.21
O -1.870501 -3.885809 -0.727514 3.31 -3.70 -0.50
H -1.425409 -4.747278 -1.125696 -1.29 2.64 1.41
H 3.829810 0.413395 -3.646451 0.35 2.46 1.31
O -1.952563 2.092163 0.915147 1.35 2.63 2.40
H -2.605117 2.435601 1.539124 0.41 0.23 0.28
H 2.508666 0.094890 2.655954 -2.05 -0.62 6.58
O 1.615494 0.385995 -1.755804 -2.41 0.57 4.06
H 1.789229 -0.596454 -0.285414 0.57 -0.16 -0.74
H 1.297754 -1.045843 1.057698 2.08 -0.35 -0.68
O -0.131117 0.465764 1.545967 -0.13 -0.66 -0.37
H -0.622423 1.090803 -2.964801 0.62 0.36 0.35
H 0.628030 -4.522534 1.809333 -4.66 1.37 -2.54
O -3.510161 2.214584 -2.345206 -1.23 1.41 1.23
H 2.721678 1.151683 1.577269 -0.51 4.16 -0.42
H -3.239928 -1.030711 3.649129 0.64 0.55 2.51
O -3.515682 -1.443987 2.878491 -0.69 -1.13 -3.09
H 1.525243 -0.368673 -2.249170 -1.62 -3.25 -1.98
H -3.610451 -2.405816 2.963363 0.19 0.62 0.53
O -0.731079 0.197879 -2.619527 -2.35 -0.29 -1.52
H 4.436277 0.701424 -2.288723 -0.11 0.92 -0.40
H -1.539652 -0.014738 -3.171353 1.20 -0.26 0.99
O -0.813374 -2.816535 1.270391 -1.81 2.91 -0.80
H -0.803374 1.051548 1.082040 0.86 -0.48 0.93
H -2.469607 1.601234 0.373558 -2.49 -2.34 -3.24
H 0.738185 -1.780899 0.009259 2.62 -0.41 -0.21
H -2.581455 -3.731530 -1.281490 -2.44 0.60 -1.70
```
Forces are in eV/Å.

Properties
multiplicity	1
total energy	-29125.04791	eV
charge	+1
Kohn-Sham gap	10.4	eV

Need the natural (NBO) charges? In units of e they are: O -0.812; H 0.469; O -0.918; H 0.479; H 0.480; O -0.912; H 0.456; H 0.456; O -0.986; H 0.492; H 0.507; O -0.934; H 0.471; H 0.463; O -0.947; H 0.505; H 0.477; O -0.944; H 0.517; H 0.471; O -0.917; H 0.499; H 0.473; O -0.930; H 0.557; H 0.577; O -1.010; H 0.484; H 0.457; O -0.931; H 0.490; H 0.476; O -0.967; H 0.468; H 0.494; O -0.951; H 0.474; H 0.467; O -1.032; H 0.505; H 0.475; H 0.559; H 0.493

=====

(3)
Formula: H29O18S
Source: OMol25
Level of theory: the ωB97M-V functional and the def2-TZVPD basis

```
48
Properties=species:S:1:pos:R:3:forces:R:3
O -2.461521 -1.703938 -1.980021 -4.15 4.17 -1.27
H -3.154521 -1.487938 -2.725021 1.61 -1.35 0.38
H -3.216521 -1.583938 -1.267021 2.55 -0.49 -0.48
H -2.084521 -0.660938 -2.124021 0.60 -2.06 1.37
S 0.117479 0.445062 -0.021021 1.74 -5.53 -4.11
O -0.860521 0.195062 -1.117021 0.05 0.76 -0.08
O 1.460479 0.080062 -0.496021 -0.73 0.24 -0.40
O 0.123479 1.699062 0.546979 -1.88 4.31 0.01
O -0.219521 -0.499938 0.988979 -1.73 -1.41 -1.20
O 0.923479 4.198062 -0.438021 -0.74 -0.60 -0.21
H 0.653479 3.339062 0.006979 0.37 2.19 -1.58
H 0.218479 4.478062 -1.055021 0.44 -0.62 0.64
O -2.217521 3.051062 0.713979 2.01 1.07 2.23
H -1.329521 2.539062 0.874979 -2.49 1.42 -0.38
H -2.168521 3.834062 1.386979 -0.02 -2.26 -1.89
O -2.520521 1.277062 -2.601021 0.82 0.26 0.49
H -1.766521 1.107062 -1.939021 -0.92 0.43 -0.62
H -2.266521 2.156062 -2.940021 -0.43 -0.67 -0.10
O 3.272479 1.696062 0.250979 2.81 -0.06 1.81
H 2.562479 1.095062 0.049979 -0.64 -0.57 -0.36
H 3.904479 1.134062 0.804979 -1.29 1.21 -1.23
O 3.169479 -1.593938 0.542979 5.38 -6.79 -0.67
H 2.637479 -1.013938 0.220979 -5.39 5.91 -3.17
H 3.276479 -1.445938 1.419979 0.29 0.62 4.12
O -2.546521 -0.547938 1.723979 -1.35 0.20 -1.17
H -3.383521 -0.698938 1.263979 -0.53 -0.08 0.90
H -2.035521 -0.375938 0.915979 0.53 0.08 0.92
O 2.216479 0.473062 -2.890021 -2.78 -0.38 -4.76
H 3.081479 0.630062 -2.762021 4.86 0.95 0.33
H 1.907479 0.413062 -2.046021 -1.64 -0.34 3.75
O 0.019479 -0.925938 -4.061021 -1.17 1.64 -0.28
H 0.173479 -0.566938 -3.190021 0.28 1.45 0.32
H 0.209479 -1.781938 -3.791021 0.68 -3.26 -0.06
O 0.449479 -0.825938 3.065979 1.64 -4.84 1.35
H 0.348479 0.030062 3.261979 -0.46 5.15 2.21
H 0.228479 -0.712938 2.121979 0.54 -0.65 0.40
O 1.096479 -3.491938 -0.789021 6.63 2.74 -4.08
H 1.430479 -2.590938 -0.451021 0.40 -1.88 -1.28
H 0.446479 -3.476938 -0.230021 -7.09 -1.04 5.19
O -0.847521 -3.112938 3.305979 -6.40 -4.92 4.56
H -0.368521 -2.422938 3.053979 3.42 5.88 -0.47
H -1.780521 -2.767938 3.669979 3.50 -0.81 -1.53
O -1.124521 -2.981938 0.924979 1.43 2.58 -0.28
H -0.799521 -1.946938 0.828979 -1.17 -3.95 0.42
H -0.901521 -3.215938 1.923979 -1.19 0.09 -2.69
O 1.288479 3.100062 2.011979 -1.27 0.01 0.25
H 2.144479 2.840062 1.694979 0.95 -0.10 -0.27
H 0.693479 2.625062 1.335979 1.93 1.30 2.92
```
Forces are in eV/Å.

Properties
multiplicity	1
total energy	-48157.18114	eV
charge	-1
Kohn-Sham gap	7.8	eV

Need the natural (NBO) charges? In units of e they are: O -0.769; H 0.536; H 0.547; H 0.616; S 2.769; O -1.121; O -1.087; O -1.035; O -1.047; O -0.957; H 0.480; H 0.455; O -0.990; H 0.493; H 0.469; O -1.031; H 0.505; H 0.490; O -0.977; H 0.480; H 0.460; O -0.930; H 0.464; H 0.460; O -0.917; H 0.434; H 0.471; O -0.953; H 0.456; H 0.472; O -0.932; H 0.478; H 0.459; O -1.013; H 0.458; H 0.460; O -0.950; H 0.468; H 0.468; O -0.905; H 0.497; H 0.493; O -1.104; H 0.478; H 0.475; O -0.996; H 0.476; H 0.448

=====

(4)
Formula: H2IO
Source: OMol25
Level of theory: the ωB97M-V functional and the def2-TZVPD basis

```
4
Properties=species:S:1:pos:R:3:forces:R:3
O 0.004113 -0.832520 0.258737 1.37 -3.08 2.65
H 0.630019 -0.639804 0.993153 -0.66 -0.21 -0.77
H -0.119474 0.031802 -0.195065 0.56 -1.79 1.13
I -0.514659 1.440522 -1.056825 -1.28 5.08 -3.01
```
Forces are in eV/Å.

Properties
multiplicity	1
total energy	-10181.80766	eV
charge	-1
Kohn-Sham gap	7.4	eV

Need the natural (NBO) charges? In units of e they are: O -1.006; H 0.432; H 0.354; I -0.779

=====

(5)
Formula: H2N2O2
Source: OMol25
Level of theory: the ωB97M-V functional and the def2-TZVPD basis

```
6
Properties=species:S:1:pos:R:3:forces:R:3
N 2.079693 0.420716 -0.419579 0.41 -0.50 0.59
N 2.093860 -0.252459 0.443946 0.57 0.43 -0.66
O -1.581237 0.127203 -0.467667 -0.19 0.14 -0.17
O -0.520249 -0.250330 0.424069 1.54 1.75 -0.04
H -2.240116 -0.561192 -0.281110 0.34 0.16 0.10
H 0.168048 0.516061 0.300342 -2.67 -1.98 0.19
```
Forces are in eV/Å.

Properties
multiplicity	1
total energy	-7105.12210	eV
charge	0
Kohn-Sham gap	11.0	eV

Need the natural (NBO) charges? In units of e they are: N -0.009; N 0.025; O -0.463; O -0.472; H 0.462; H 0.456

=====

(6)
Formula: H2N2O3
Source: OMol25
Level of theory: the ωB97M-V functional and the def2-TZVPD basis

```
7
Properties=species:S:1:pos:R:3:forces:R:3
O 3.555519 -1.140914 1.028485 0.69 -3.38 2.30
N 3.345829 -0.159220 0.514570 -0.79 3.25 -2.42
N 2.978747 0.933900 0.200778 -0.93 0.96 2.21
O 3.568849 0.315130 -0.952006 0.99 -0.82 -2.10
O -0.618666 -0.226023 -0.628237 -0.70 -0.49 -0.32
H -1.444900 -0.629666 -0.287895 0.76 0.36 -0.37
H -0.624945 -0.410260 -1.587081 -0.02 0.12 0.71
```
Forces are in eV/Å.

Properties
multiplicity	1
total energy	-9147.90048	eV
charge	0
Kohn-Sham gap	10.9	eV

Need the natural (NBO) charges? In units of e they are: O -0.233; N 0.548; N 0.072; O -0.387; O -0.943; H 0.471; H 0.472

=====

Calculated HOMO energy in order - -13.2; -13.6; -7.0; -3.4; -9.9; -10.2 eV
Calculated relative energy (zero: lowest compared OMol25 entry of this formula, charge and spin) in order - 147.5; 174.6; 95.8; 36.6; 10.5; 53.9 kcal per mole